(1)
C5H15NO | ωB97M-V with the def2-TZVPD basis set

Geometry as ORCA input:
```
! wB97M-V def2-TZVPD RIJCOSX def2/J DEFGRID3
* xyz 0 1
C -1.424 -0.774 1.970
C -0.423 -0.287 0.936
C -0.157 1.193 1.158
C 0.732 1.959 0.151
C 1.892 1.083 -0.365
N -0.967 -0.507 -0.477
H -1.947 -1.715 1.802
H -2.132 -0.003 2.201
H -0.916 -0.876 2.946
H 0.505 -0.856 0.988
H 0.127 1.320 2.208
H -1.119 1.718 1.133
H 1.234 2.786 0.655
H 0.093 2.282 -0.665
H 1.532 0.111 -0.698
H 2.643 0.934 0.415
H 2.362 1.501 -1.254
H -1.901 -0.887 -0.315
H -1.271 0.422 -0.782
H -0.303 -1.793 -2.230
H 1.174 -1.964 -2.631
O 0.289 -2.262 -2.844
*
```

LUMO level = 0.9 eV
Structure (SMILES) = CCC[C@@H](C)N.O
Frontier orbital gap = 11.08 eV
ΔE to the lowest compared entry with this formula, charge and spin = 15.1 kcal per mole
Total energy = -329.48359 hartree

Atom charges from the Löwdin analysis, given in e for atoms 1 to 4:
1 C -0.080
2 C -0.433
3 C -0.209
4 C -0.230

(2)
C5H15NO | ωB97M-V with the def2-TZVPD basis set

Geometry as ORCA input:
```
! wB97M-V def2-TZVPD RIJCOSX def2/J DEFGRID3
* xyz 0 1
C 0.057 -1.137 -2.349
C 1.517 -0.817 -1.885
C 1.753 -0.076 -0.531
C 1.101 1.287 -0.424
N 0.853 1.784 0.964
C -0.549 1.514 1.401
H -0.233 -0.428 -3.122
H -0.695 -0.969 -1.539
H 0.054 -2.104 -2.883
H 2.211 -1.665 -2.194
H 1.814 0.014 -2.503
H 1.517 -0.807 0.277
H 2.829 0.014 -0.347
H 1.741 1.992 -0.968
H 0.147 1.373 -0.934
H 1.362 1.224 1.686
H -0.621 0.785 2.203
H -0.724 2.425 2.111
H -1.288 1.568 0.586
H -3.811 -1.400 3.798
H -4.822 -2.287 2.955
O -4.213 -2.288 3.697
*
```

LUMO level = 0.7 eV
Structure (SMILES) = CCCCNC.O
Frontier orbital gap = 9.39 eV
ΔE to the lowest compared entry with this formula, charge and spin = 51.9 kcal per mole
Total energy = -329.42491 hartree

Atom charges from the Löwdin analysis, given in e for atoms 1 to 4:
1 C -0.113
2 C -0.253
3 C -0.230
4 C -0.253

(3)
C5H15NO | ωB97M-V with the def2-TZVPD basis set

Geometry as ORCA input:
```
! wB97M-V def2-TZVPD RIJCOSX def2/J DEFGRID3
* xyz 0 1
C -0.218 0.892 -1.474
C 0.375 2.247 -1.422
C -0.919 0.307 -0.236
N -0.164 0.649 0.993
C 1.143 -0.014 1.089
C -0.922 0.251 2.150
H -0.910 0.826 -2.281
H 0.500 0.130 -1.687
H 1.090 2.158 -0.532
H -0.493 2.986 -1.212
H 0.874 2.562 -2.239
H -1.971 0.718 -0.181
H -1.151 -0.792 -0.330
H 1.494 0.408 2.004
H 1.054 -1.219 1.123
H 1.696 0.286 0.279
H -1.887 0.623 2.232
H -0.411 0.685 3.109
H -1.108 -0.822 2.241
H 0.857 -2.663 -1.170
H -0.099 -3.811 -1.556
O 0.608 -3.589 -0.924
*
```

LUMO level = 0.8 eV
Structure (SMILES) = CCCN(C)C.O
Frontier orbital gap = 9.55 eV
ΔE to the lowest compared entry with this formula, charge and spin = 48.4 kcal per mole
Total energy = -329.43054 hartree

Atom charges from the Löwdin analysis, given in e for atoms 1 to 4:
1 C -0.292
2 C -0.099
3 C -0.218
4 N -0.276

(4)
C5H15NO2 | ωB97M-V with the def2-TZVPD basis set

Geometry as ORCA input:
```
! wB97M-V def2-TZVPD RIJCOSX def2/J DEFGRID3
* xyz -1 2
C -0.003 -0.670 -1.033
N -0.293 0.525 -0.220
C 0.553 1.656 -0.533
C -0.162 0.089 1.158
C -0.898 -1.230 1.165
C -0.534 -1.856 -0.196
H -0.486 -0.512 -2.001
H 1.080 -0.816 -1.131
H 1.625 1.501 -0.368
H 0.414 2.012 -1.559
H 0.303 2.493 0.132
H 0.890 0.021 1.487
H -0.568 0.849 1.847
H -0.677 -1.884 2.004
H -1.980 -1.041 1.186
H -1.418 -2.311 -0.644
H 0.251 -2.613 -0.112
H -2.031 0.892 -0.455
H -3.248 1.652 -1.109
O -3.017 0.985 -0.456
H 3.252 -0.406 -0.224
H 4.187 0.733 -0.110
O 3.836 0.008 0.443
*
```

<S²> = 0.750
LUMO level (spin up / spin down) = 3.6 / 3.5 eV
Frontier orbital gap (spin up / spin down) = 2.81 / 9.35 eV
ΔE to the lowest compared entry with this formula, charge and spin = 3.4 kcal per mole
Total energy = -404.69593 hartree

Atom charges from the Löwdin analysis, given in e for atoms 1 to 4:
1 C -0.253
2 N -0.273
3 C -0.233
4 C -0.245

(5)
C5H15NO2 | ωB97M-V with the def2-TZVPD basis set

Geometry as ORCA input:
```
! wB97M-V def2-TZVPD RIJCOSX def2/J DEFGRID3
* xyz 0 1
C -0.695 -1.534 -0.593
C 0.783 -1.945 -0.657
O 1.638 -1.111 0.186
C -0.753 0.037 -0.596
N -1.128 0.555 0.725
C -2.542 0.872 0.846
C -0.349 1.637 1.239
H -1.019 -2.052 0.346
H -1.194 -2.001 -1.492
H 1.384 -2.112 -1.581
H 0.933 -2.899 -0.148
H 1.038 -0.637 0.772
H 0.179 0.366 -1.037
H -1.447 0.306 -1.406
H -2.932 0.616 1.846
H -2.832 1.896 0.519
H -3.139 0.293 0.169
H -0.706 1.930 2.220
H 0.726 1.335 1.436
H -0.206 2.544 0.599
H 3.243 1.523 -0.534
H 2.617 0.199 -0.970
O 2.547 1.158 -1.083
*
```

LUMO level = 0.9 eV
Structure (SMILES) = CN(C)CCCO.O
Frontier orbital gap = 9.56 eV
ΔE to the lowest compared entry with this formula, charge and spin = 50.5 kcal per mole
Total energy = -404.67459 hartree

Atom charges from the Löwdin analysis, given in e for atoms 1 to 4:
1 C -0.139
2 C -0.244
3 O -0.128
4 C -0.199

(6)
C5H15NO2 | ωB97M-V with the def2-TZVPD basis set

Geometry as ORCA input:
```
! wB97M-V def2-TZVPD RIJCOSX def2/J DEFGRID3
* xyz 0 1
C -1.153 2.296 -0.304
N -0.630 1.038 -0.890
C 0.565 0.515 -0.248
C 0.599 -0.771 0.099
C 1.860 -1.546 0.440
C 1.691 1.455 0.080
H -0.535 2.596 0.545
H -1.145 3.063 -1.068
H -2.073 2.032 0.209
H -0.293 1.184 -1.830
H -0.234 -1.433 -0.115
H 1.642 -2.602 0.552
H 2.700 -1.194 -0.157
H 2.189 -1.291 1.461
H 2.608 0.882 0.232
H 1.453 1.870 1.058
H 1.946 2.260 -0.607
H -1.013 -1.343 -1.990
H -2.322 -0.673 -1.803
O -1.768 -1.026 -2.507
H -0.031 -1.850 2.601
H -1.460 -1.536 2.284
O -0.858 -1.608 3.035
*
```

LUMO level = 0.7 eV
Structure (SMILES) = C/C=C(\C)NC.O.O
Frontier orbital gap = 9.82 eV
ΔE to the lowest compared entry with this formula, charge and spin = 47.9 kcal per mole
Total energy = -404.67877 hartree

Atom charges from the Löwdin analysis, given in e for atoms 1 to 4:
1 C -0.089
2 N -0.082
3 C -0.351
4 C -0.134

(7)
C5H15NO2 | ωB97M-V with the def2-TZVPD basis set

Geometry as ORCA input:
```
! wB97M-V def2-TZVPD RIJCOSX def2/J DEFGRID3
* xyz 0 1
C -2.171 0.706 -1.529
N -1.419 -0.113 -0.591
C -0.823 0.638 0.505
C 0.384 -0.169 0.949
C 0.859 -0.895 -0.324
C -0.371 -0.927 -1.239
H -2.797 1.402 -0.978
H -2.827 0.040 -2.093
H -1.566 1.306 -2.227
H -0.579 1.689 0.287
H -1.545 0.717 1.310
H 0.034 -0.921 1.645
H 1.135 0.450 1.447
H 1.083 -1.941 -0.107
H 1.751 -0.466 -0.782
H -0.192 -0.498 -2.227
H -0.741 -1.935 -1.440
H 1.771 1.515 -0.407
H 1.455 2.023 -1.817
O 1.977 2.234 -1.033
H 0.737 -1.480 3.539
H 2.242 -1.717 3.199
O 1.603 -1.657 3.910
*
```

LUMO level = 0.7 eV
Structure (SMILES) = CN1CCCC1.O.O
Frontier orbital gap = 9.31 eV
ΔE to the lowest compared entry with this formula, charge and spin = 28.4 kcal per mole
Total energy = -404.70977 hartree

Atom charges from the Löwdin analysis, given in e for atoms 1 to 4:
1 C -0.104
2 N -0.211
3 C -0.218
4 C -0.179

(8)
C5H15NO2 | ωB97M-V with the def2-TZVPD basis set

Geometry as ORCA input:
```
! wB97M-V def2-TZVPD RIJCOSX def2/J DEFGRID3
* xyz 0 1
C -1.671 0.129 1.666
N -0.897 -0.390 0.485
C -0.260 0.712 -0.251
C 0.622 0.186 -1.494
C -0.259 -0.406 -2.638
O 1.517 -0.897 -1.060
C 0.673 1.649 0.525
H -1.212 -0.264 2.612
H -2.621 -0.285 1.454
H -1.895 1.183 1.804
H -0.276 -1.153 0.801
H -1.068 1.239 -0.751
H 1.176 1.026 -1.982
H -0.388 0.392 -3.368
H -1.142 -0.796 -2.143
H 0.171 -1.312 -3.232
H 1.155 -1.795 -1.437
H 0.153 2.395 1.166
H 1.391 1.015 1.220
H 1.226 2.204 -0.283
H 1.537 -1.705 1.598
H 0.663 -1.803 2.859
O 1.404 -1.324 2.449
*
```

LUMO level = 0.7 eV
Structure (SMILES) = CN[C@@H](C)[C@H](C)O.O
Frontier orbital gap = 9.37 eV
ΔE to the lowest compared entry with this formula, charge and spin = 52.3 kcal per mole
Total energy = -404.67173 hartree

Atom charges from the Löwdin analysis, given in e for atoms 1 to 4:
1 C -0.103
2 N -0.081
3 C -0.380
4 C -0.354

(9)
C5H15NO2 | ωB97M-V with the def2-TZVPD basis set

Geometry as ORCA input:
```
! wB97M-V def2-TZVPD RIJCOSX def2/J DEFGRID3
* xyz 0 1
C -0.332 0.265 0.279
C -1.340 1.096 -0.510
O -2.364 0.233 -1.027
C 0.266 -0.906 -0.509
N 1.073 -1.731 0.373
C 2.382 -2.104 -0.111
C 0.412 -2.816 1.069
H -0.912 -0.129 1.121
H 0.476 0.837 0.743
H -1.021 1.614 -1.409
H -1.809 1.871 0.116
H -2.768 -0.301 -0.324
H -0.577 -1.459 -0.927
H 0.871 -0.540 -1.339
H 3.161 -2.261 0.655
H 2.333 -3.018 -0.699
H 2.904 -1.286 -0.618
H -0.664 -2.735 0.905
H 0.769 -3.827 0.849
H 0.589 -2.724 2.148
H -0.766 6.167 0.189
H -1.439 6.801 -0.958
O -1.245 6.954 -0.015
*
```

LUMO level = 0.6 eV
Structure (SMILES) = CN(C)CCCO.O
Frontier orbital gap = 8.74 eV
ΔE to the lowest compared entry with this formula, charge and spin = 42.4 kcal per mole
Total energy = -404.68753 hartree

Atom charges from the Löwdin analysis, given in e for atoms 1 to 4:
1 C -0.170
2 C -0.258
3 O -0.099
4 C -0.213

(10)
C5H15NO2 | ωB97M-V with the def2-TZVPD basis set

Geometry as ORCA input:
```
! wB97M-V def2-TZVPD RIJCOSX def2/J DEFGRID3
* xyz 1 2
C 0.902 -0.221 -1.043
C 0.146 -1.392 -1.725
O -1.241 -0.986 -1.929
C 0.351 0.122 0.301
N 0.976 1.338 0.952
C 2.387 1.236 1.427
C 0.122 1.788 1.993
H 0.655 0.545 -1.805
H 2.090 -0.594 -1.245
H -0.228 -2.246 -0.951
H 0.491 -1.727 -2.721
H -1.210 -0.055 -2.157
H -0.724 0.223 0.218
H 0.583 -0.839 0.865
H 2.687 2.234 1.787
H 2.571 0.570 2.255
H 2.935 0.958 0.587
H -0.250 1.021 2.740
H 0.549 2.516 2.728
H -0.711 2.471 1.454
H -2.764 -1.021 -0.742
H -2.336 -1.757 0.513
O -3.086 -1.622 -0.060
*
```

<S²> = 0.754
LUMO level (spin up / spin down) = -3.0 / -8.2 eV
Frontier orbital gap (spin up / spin down) = 10.78 / 5.59 eV
ΔE to the lowest compared entry with this formula, charge and spin = 85.5 kcal per mole
Total energy = -404.32279 hartree

Atom charges from the Löwdin analysis, given in e for atoms 1 to 4:
1 C -0.195
2 C -0.206
3 O -0.136
4 C -0.146